Model A:
C7H12 in the gas phase, computed with the ωB97M-V functional and the def2-TZVPD basis.

Computed properties:
Highest occupied orbital energy (spin up / spin down), eV: -8.400 / -6.942

Element x y z (Å)
C -1.0887 0.5414 1.3891
C -1.3018 -0.0575 0.2343
C -0.3628 0.0735 -0.8782
C 1.0473 0.2000 -0.2056
C -2.6355 -0.9515 -0.0141
C 1.4422 -0.9838 0.6280
C 2.0352 1.2980 -0.1532
H -1.4611 0.4997 2.3702
H -0.3811 -0.7466 -1.6391
H -0.6182 1.0003 -1.3640
H -3.4897 -0.1762 -0.2844
H -2.7074 -1.3992 0.9652
H -2.2818 -1.5662 -0.8596
H 1.9216 -0.7500 1.6561
H 2.2659 -1.5191 0.0697
H 0.4845 -1.4882 0.8111
H 2.1510 1.8448 0.8777
H 1.7858 2.0886 -0.8282
H 3.0883 0.9392 -0.3340


Model B:
C7H12 in the gas phase, computed with the ωB97M-V functional and the def2-TZVPD basis.

Computed properties:
Highest occupied orbital energy, eV: -8.620
SMILES: C=C(C)C/C=C/C

Element x y z (Å)
C -0.2656 -2.1906 1.3939
C -0.4114 -0.7462 1.1695
C 0.2940 0.0152 1.9866
C -1.3031 -0.2113 0.0880
C -0.7061 0.7427 -0.9071
C 0.6351 0.7594 -1.2069
C 1.2252 1.6864 -2.2303
H -0.7093 -2.7116 0.6137
H 0.8028 -2.4463 1.4327
H -0.6068 -2.5798 2.3877
H 0.9219 -0.3436 2.7677
H 0.0845 1.0409 1.9650
H -2.1264 0.2817 0.6548
H -1.9517 -0.9156 -0.5363
H -1.3669 1.3346 -1.4425
H 1.2335 0.2033 -0.4754
H 1.6786 2.5961 -1.8806
H 0.6527 2.2189 -2.9131
H 1.9190 1.2658 -2.8672


model B is preferred energetically. Next in line: 321.5 kJ/mol higher.


Model A:
C7H12 in the gas phase, computed with the ωB97M-V functional and the def2-TZVPD basis.

Computed properties:
Highest occupied orbital energy, eV: -9.757
SMILES: CC1CC2(CC2)C1

Element x y z (Å)
C 2.1674 0.9526 -0.9511
C 1.1962 0.5441 0.1434
C -0.2693 1.0345 -0.0162
C -0.7398 -0.3993 0.2393
C -1.8036 -0.7718 1.2241
C -1.9647 -1.1129 -0.2342
C 0.6925 -0.9237 0.1458
H 2.3451 2.0346 -0.9345
H 1.7631 0.6965 -1.9388
H 3.1358 0.4500 -0.8444
H 1.5986 0.8179 1.1253
H -0.6030 1.7811 0.7131
H -0.4839 1.4066 -1.0253
H -2.4032 0.0491 1.6134
H -1.6356 -1.5799 1.9317
H -2.7086 -0.5921 -0.8317
H -1.8249 -2.1583 -0.5033
H 0.8789 -1.4226 -0.8144
H 1.0465 -1.5743 0.9527


Model B:
2 unconnected molecules or ions with the total composition C7H12, computed with the ωB97M-V functional and the def2-TZVPD basis.

Computed properties:
Highest occupied orbital energy, eV: -8.140

Element x y z (Å)
C -1.5568 0.8144 0.2225
C -1.1583 -0.6008 -0.0293
C -0.1387 -0.7613 -1.1859
C 0.9385 -0.9058 -0.1280
C 2.2473 -0.7055 -0.1252
C 0.2569 2.1299 0.3880
C -0.0912 -1.1301 0.9630
H -2.1949 1.2147 -0.5901
H -0.8098 2.2609 0.4462
H -2.1504 0.9167 1.1527
H -2.0544 -1.2327 -0.1177
H -0.2976 -1.6834 -1.7545
H -0.0429 0.0758 -1.8871
H 2.7807 -0.4547 -1.0389
H 2.8276 -0.7676 0.7924
H 0.8465 2.0900 -0.5486
H 0.9078 1.8011 1.2218
H 0.0398 -0.5737 1.8983
H -0.2327 -2.1902 1.1976


Model C:
C7H12 in the gas phase, computed with the ωB97M-V functional and the def2-TZVPD basis.

Computed properties:
Highest occupied orbital energy, eV: -8.101
SMILES: C[C@@H]1C=C[C@H](C)C1

Element x y z (Å)
C 1.6423 -1.7198 0.9834
C 0.4238 -0.8191 0.8339
C 0.7003 0.5042 0.1112
C -0.6993 0.9135 -0.3422
C -0.8330 2.2005 -1.1738
C -1.3185 -0.3910 -0.7018
C -0.7447 -1.3767 0.0188
H 2.0657 -1.9507 -0.0001
H 2.4197 -1.2362 1.5885
H 1.3769 -2.6642 1.4698
H 0.0590 -0.5637 1.8514
H 1.2457 1.2500 0.7044
H 1.3216 0.2742 -0.7770
H -1.5063 0.5266 0.4966
H -0.2407 2.1949 -2.1089
H -0.4851 3.0831 -0.6179
H -1.8703 2.3877 -1.4660
H -2.2800 -0.3475 -1.2078
H -1.2772 -2.2656 0.3374


Model D:
2 unconnected molecules or ions with the total composition C7H12, computed with the ωB97M-V functional and the def2-TZVPD basis.

Computed properties:
Highest occupied orbital energy, eV: -7.854
SMILES: C=C1CC1.C=CC

Element x y z (Å)
C -2.6820 -0.0644 -0.1294
C -1.3960 -0.6076 -0.6739
C -0.5024 0.2188 -1.2151
C 1.0706 0.2089 0.5102
C 1.8449 -0.9438 0.0127
C 2.4265 0.4669 0.0427
C 0.2971 0.6290 1.5088
H -3.3231 0.2043 -0.9763
H -2.5104 0.8637 0.4330
H -3.2289 -0.7732 0.4967
H -1.2186 -1.6832 -0.6380
H 0.3291 -0.1141 -1.8213
H -0.6393 1.2954 -1.1605
H 1.7357 -1.4518 -0.9421
H 2.1253 -1.5971 0.8330
H 2.5434 0.9148 -0.9477
H 3.1399 0.7978 0.7832
H -0.7242 0.2990 1.6721
H 0.7124 1.3365 2.2118


model A is preferred energetically. Next in line: 75.3 kJ/mol higher.


Model A:
C7H12 in the gas phase, computed with the ωB97M-V functional and the def2-TZVPD basis.

Computed properties:
Highest occupied orbital energy, eV: -8.414
SMILES: C=C/C(=C/C)CC

Element x y z (Å)
C -1.2858 -0.2611 -1.7698
C -1.2021 -0.6471 -0.2819
C 0.1976 -0.2025 0.1407
C 0.4024 0.8769 0.9061
C -0.7201 1.8568 1.3321
C 2.4760 -1.1646 0.3963
C 1.2981 -1.1425 -0.2116
H -0.8308 0.7102 -1.9300
H -2.3023 -0.4138 -2.1532
H -0.7489 -0.9971 -2.3667
H -1.2988 -1.7275 -0.2377
H -1.8823 -0.1752 0.4145
H 1.3978 1.2027 1.1735
H -1.0191 1.4911 2.3138
H -1.4762 2.0738 0.5812
H -0.1565 2.7877 1.4554
H 3.2009 -1.8957 0.0586
H 2.8885 -0.4559 1.1055
H 1.0616 -1.9161 -0.9268


Model B:
C7H12 in the gas phase, computed with the ωB97M-V functional and the def2-TZVPD basis.

Computed properties:
Highest occupied orbital energy, eV: -9.054
SMILES: C1=CCCCCC1

Element x y z (Å)
C -0.9954 0.0969 -0.1402
C -1.4438 -0.8687 0.9329
C 0.0663 -1.2811 1.3980
C 1.1874 -0.6686 0.6954
C 1.5615 0.1294 -0.2572
C 0.7255 1.2118 -1.1298
C -0.8739 1.1775 -1.2414
H -0.5333 0.8700 0.6211
H -0.3803 -0.5543 -0.6589
H -2.0587 -0.3447 1.7063
H -1.9715 -1.6998 0.4832
H -0.0582 -2.3532 1.0014
H 0.3625 -1.1812 2.4379
H 2.1534 -1.1994 0.9532
H 2.5517 0.1767 -0.6102
H 0.9860 2.2091 -0.5583
H 1.3286 1.3508 -2.1429
H -1.2855 2.2165 -1.2080
H -1.3222 0.7122 -2.2826


Model C:
C7H12 in the gas phase, computed with the ωB97M-V functional and the def2-TZVPD basis.

Computed properties:
Highest occupied orbital energy, eV: -7.964
SMILES: C=C(C)/C(C)=C/C

Element x y z (Å)
C 0.2372 2.2504 0.2013
C 0.6754 0.8688 0.4377
C 1.9914 0.6994 0.6713
C -1.1600 -0.2062 -0.6141
C -0.2107 -0.3386 0.3604
C 0.3015 -1.7225 0.7216
C -1.7613 -1.3455 -1.5510
H -0.1305 2.7338 1.1866
H 1.1348 2.7642 0.0063
H -0.4974 2.2939 -0.5269
H 2.8290 -0.0333 0.5862
H 2.4080 1.7117 1.0638
H -1.7526 0.6785 -0.7886
H 1.2496 -1.7968 1.2583
H -0.4304 -2.1513 1.3750
H 0.5704 -2.4581 -0.1809
H -2.7654 -1.0995 -1.7507
H -1.2750 -1.5162 -2.4890
H -1.7819 -2.3616 -1.1028


Model D:
C7H12 in the gas phase, computed with the ωB97M-V functional and the def2-TZVPD basis.

Computed properties:
Highest occupied orbital energy, eV: -9.049
SMILES: C=C(/C=C/C)CC

Element x y z (Å)
C 1.7205 -1.9296 -0.1285
C 0.6391 -1.3507 -1.0736
C -0.6041 -0.6173 -0.4939
C -1.7471 -1.2696 -0.4779
C 0.0338 2.9397 1.2575
C -0.0408 1.3713 0.9562
C -0.5412 0.7846 -0.1397
H 1.7520 -1.7532 0.9585
H 2.6514 -1.4513 -0.4503
H 1.8852 -3.0104 -0.2889
H 1.3064 -0.5827 -1.5466
H 0.3948 -1.8402 -2.0981
H -1.7495 -2.3853 -0.4524
H -2.6851 -0.9342 -0.3226
H -0.6333 3.3278 2.0579
H 1.0902 3.2620 1.4716
H -0.2037 3.3934 0.2751
H 0.3948 0.8942 1.8172
H -0.9647 1.5102 -0.8221


model A is preferred energetically. Next in line: 117.3 kJ/mol higher.


Model A:
C7H12 in the gas phase, computed with the ωB97M-V functional and the def2-TZVPD basis.

Computed properties:
Highest occupied orbital energy, eV: -9.445
SMILES: C=C=CCCCC

Element x y z (Å)
C 2.5923 1.8733 0.0419
C 1.3755 1.3181 -0.6945
C 0.4373 0.5402 0.2286
C -0.8110 0.0010 -0.4736
C -1.7393 -0.7356 0.4807
C -2.0973 -1.9815 0.3664
C -2.5693 -3.1930 0.3891
H 2.2869 2.5519 0.8472
H 3.1810 1.0663 0.4940
H 3.2479 2.4303 -0.6356
H 0.8237 2.1445 -1.1635
H 1.7089 0.6671 -1.5146
H 0.1158 1.1891 1.0533
H 0.9816 -0.2977 0.6859
H -1.3303 0.8342 -0.9695
H -0.4970 -0.6725 -1.2877
H -2.1789 -0.3345 1.4029
H -2.0096 -4.0040 0.8414
H -3.5181 -3.3971 -0.0922


Model B:
2 unconnected molecules or ions with the total composition C7H12, computed with the ωB97M-V functional and the def2-TZVPD basis.

Computed properties:
Highest occupied orbital energy, eV: -9.013
SMILES: CC1=CC1.C=CC

Element x y z (Å)
C -2.3719 0.5919 -0.1338
C -1.8976 -0.7382 -0.6469
C -0.8218 -0.9086 -1.4103
C 1.4908 0.3390 0.5857
C 2.4909 -0.1866 -0.4039
C 2.0284 1.2257 -0.1901
C 0.6561 -0.0631 1.7371
H -3.2260 0.9521 -0.7211
H -1.5775 1.3437 -0.1972
H -2.7048 0.5256 0.9085
H -2.5002 -1.6061 -0.3763
H -0.5232 -1.8888 -1.7719
H -0.1942 -0.0655 -1.6937
H 2.1515 -0.7520 -1.2791
H 3.4790 -0.4991 -0.0497
H 2.1645 2.2552 -0.4825
H 1.3079 -0.2658 2.5950
H -0.0543 0.7201 2.0188
H 0.1024 -0.9794 1.5115


Model C:
C7H12 in the gas phase, computed with the ωB97M-V functional and the def2-TZVPD basis.

Computed properties:
Highest occupied orbital energy (spin up / spin down), eV: -7.747 / -8.039

Element x y z (Å)
C 1.8882 0.3142 2.6491
C 1.7864 0.1052 1.1438
C 0.4212 -0.5529 0.7490
C 0.3301 -0.6347 -0.7651
C -0.6498 -0.3262 -1.6679
C -2.0892 -0.5217 -1.5305
C -2.9049 0.4075 -2.3675
H 1.0746 0.9661 2.9897
H 1.7908 -0.6513 3.1597
H 2.8439 0.7703 2.9416
H 1.9211 1.0794 0.6426
H 2.6465 -0.5035 0.8096
H -0.4083 0.0805 1.0838
H 0.3117 -1.5260 1.2772
H -0.3087 -0.1730 -2.7350
H 1.3170 -0.7740 -1.1986
H -3.6028 0.8759 -1.6452
H -3.5732 -0.1571 -3.0419
H -2.3469 1.1910 -2.9124


Model D:
C7H12 in the gas phase, computed with the ωB97M-V functional and the def2-TZVPD basis.

Computed properties:
Highest occupied orbital energy, eV: -8.343
SMILES: C=CC(=C)CCC

Element x y z (Å)
C -2.3608 -0.3443 1.0454
C -1.5438 -0.1628 -0.2625
C -0.3826 -1.0547 -0.3387
C 0.9162 -0.2327 -0.3472
C 2.0486 -0.9993 -0.4445
C 2.0446 1.9836 -0.2508
C 0.9614 1.1693 -0.1252
H -1.8651 0.1165 1.8661
H -2.3843 -1.3510 1.2251
H -3.3454 0.0362 1.0412
H -2.2632 -0.3382 -1.1129
H -1.3814 1.0000 -0.5085
H -0.4366 -1.7059 -1.1883
H -0.3089 -1.7092 0.5210
H 2.0237 -2.0401 -0.3742
H 3.0282 -0.4795 -0.3603
H 3.1265 1.6328 -0.6352
H 2.1052 2.9763 0.0656
H 0.0179 1.5030 0.1841


model A is preferred energetically. Next in line: 104.5 kJ/mol higher.